(1)
ORCA calculation (ωB97M-V/def2-TZVPD) on 2 unconnected molecules or ions with the total composition C4H5N3.

The geometry in XYZ format:
```
12
Properties=species:S:1:pos:R:3:forces:R:3:nbo_charge:R:1
N 1.499825 1.118318 -1.430601 0.406 0.104 -0.107 -0.981
C -0.024284 -0.067715 -0.276704 -0.370 -0.444 0.228 0.020
C -0.634749 -1.085348 -0.701701 0.054 0.267 0.164 0.087
N -1.514307 -1.840633 -0.018764 0.188 0.311 0.059 -0.455
C -1.634058 -1.317374 1.224283 0.006 0.021 0.073 0.230
N -0.995708 -0.269352 1.753946 0.027 -0.068 -0.210 -0.443
C -0.120735 0.415371 0.998615 -0.076 -0.035 0.106 0.010
H 1.250548 1.868204 -2.070853 -0.038 -0.161 0.081 0.382
H 2.273656 1.437073 -0.851124 -0.119 -0.046 -0.124 0.376
H 1.817916 0.315710 -1.964726 -0.051 0.139 -0.023 0.386
H -2.337991 -1.820530 1.885143 0.119 0.037 -0.128 0.190
H 0.419887 1.246275 1.452486 -0.146 -0.125 -0.120 0.198
```
Forces are in eV/Å.

The value obtained for the LUMO energy (spin up / spin down) is 0.012 / 0.012 Ha. The value obtained for the orbital gap (spin up / spin down) is 8.50 / 8.50 eV.

---

(2)
ORCA calculation (ωB97M-V/def2-TZVPD) on 3 unconnected molecules or ions with the total composition C10H16N2OS at a distorted geometry.

The geometry in XYZ format:
```
30
Properties=species:S:1:pos:R:3:forces:R:3:nbo_charge:R:1
C 2.282469 -3.284694 2.448510 0.062 -0.602 -0.387 -0.833
S 2.062375 -1.958107 1.252128 0.029 0.243 0.354 1.254
O 1.474609 -2.608200 0.052917 -0.222 0.036 -0.216 -0.999
C 0.703042 -1.210286 2.178126 -0.660 -1.166 0.231 -0.836
H 2.739040 -2.948321 3.375647 -0.123 0.101 0.044 0.232
H 2.915816 -4.038645 1.979270 0.207 0.225 -0.037 0.244
H 1.315922 -3.773796 2.579805 -0.046 0.198 0.265 0.229
H -0.064645 -1.995175 2.193936 -0.004 0.107 -0.214 0.226
H 0.264063 -0.332627 1.719168 0.372 0.238 0.068 0.252
H 0.984679 -1.113588 3.225935 0.217 0.586 -0.107 0.233
N -0.301605 1.926229 -0.259809 -0.240 -0.453 0.528 -0.509
C 0.882664 1.903663 0.411227 0.037 -0.192 0.012 -0.088
C 1.018558 3.085546 1.095519 -0.322 0.183 -0.054 -0.304
C -0.170736 3.824962 0.849354 -0.051 -0.021 -0.083 -0.308
C -0.992212 3.058201 0.052230 0.560 0.710 -0.478 -0.081
H -0.616223 1.143413 -0.811850 -0.239 0.169 -0.145 0.432
H 1.428777 0.976558 0.402182 0.491 0.237 -0.109 0.199
H 1.848573 3.443799 1.679723 0.088 -0.249 0.059 0.218
H -0.359918 4.841053 1.154993 -0.105 -0.057 0.114 0.217
H -1.884182 3.351890 -0.474663 -0.151 -0.218 0.124 0.211
N -1.341994 -1.459165 -2.052845 0.344 -0.185 -0.152 -0.504
C -0.389231 -0.611042 -2.551564 0.199 -0.017 -0.207 -0.094
C -1.028340 0.492322 -3.038747 -0.623 0.868 0.519 -0.314
C -2.415415 0.355865 -2.727984 0.080 -0.498 -0.570 -0.325
C -2.575326 -0.899388 -2.204356 -0.269 0.147 0.322 -0.071
H -1.131574 -2.356295 -1.649338 -0.049 0.038 -0.006 0.426
H 0.664879 -0.827728 -2.522352 -0.047 -0.241 0.056 0.230
H -0.612537 1.397681 -3.450129 0.330 -0.179 -0.056 0.228
H -3.217443 1.044413 -2.933998 0.052 0.033 -0.121 0.224
H -3.484096 -1.428548 -1.973036 0.086 -0.042 0.245 0.213
```
Forces are in eV/Å.

The value obtained for the LUMO energy is 0.026 Ha. The value obtained for the orbital gap is 8.83 eV.

---

(3)
ORCA calculation (ωB97M-V/def2-TZVPD) on 2 unconnected molecules or ions with the total composition C17H23ClN2O4S at a distorted geometry.

The geometry in XYZ format:
```
48
Properties=species:S:1:pos:R:3:forces:R:3:nbo_charge:R:1
O 0.891044 1.609899 -4.767005 -0.008 0.199 0.886 -0.580
O 0.882754 -5.159439 1.010144 -0.009 0.451 0.032 -0.618
O 2.067275 -1.790742 2.256944 -0.264 -0.002 -0.488 -0.625
Cl -0.615395 2.999080 2.803957 0.106 0.116 -0.289 0.004
O 0.806296 1.640229 -2.524071 0.128 0.876 -0.375 -0.664
S 1.555054 4.428027 -5.388516 -0.012 -0.770 -0.531 0.079
C 0.922591 2.243905 -3.726098 0.074 -0.519 -1.756 0.743
C -0.280887 -4.829263 0.842871 0.981 -1.580 0.087 0.669
C 0.908317 -2.186177 2.226471 1.231 0.035 -0.434 0.675
C 1.133566 3.716634 -3.817859 -0.070 2.819 2.944 -0.260
C 1.051219 4.600832 -2.748359 0.190 -1.818 -1.927 -0.144
C -1.086893 3.642405 0.197189 0.150 0.010 0.012 -0.235
C 1.212758 3.777099 0.925699 -0.129 -0.001 -0.065 -0.239
C -0.699516 4.008109 -1.095731 0.331 -0.106 0.611 -0.175
C 1.603040 4.153471 -0.365201 -0.654 -0.137 0.355 -0.131
C -0.131650 3.515378 1.209127 0.249 0.241 -0.771 -0.035
C 0.648630 4.258802 -1.385621 -0.272 -0.413 0.766 -0.095
N 0.291634 -2.420902 3.392992 -1.242 -0.190 0.779 -0.612
N -0.684385 -3.559953 0.787850 -0.221 1.770 0.074 -0.619
C -1.349903 -5.884239 0.681815 0.045 0.083 -0.042 -0.708
C -1.098752 -2.792431 3.653141 0.448 -0.124 -0.293 -0.406
C 0.404522 0.119973 0.421177 -0.082 -0.328 0.493 -0.606
C -1.011955 -1.266737 -1.054742 -0.158 -0.212 0.544 -0.603
C -0.498733 -1.116909 0.387160 0.109 0.193 -0.574 -0.213
C 0.225520 -2.398063 0.856966 -0.457 -0.212 0.091 -0.134
H 0.730595 0.698064 -2.732756 -0.041 -0.123 0.017 0.506
H 1.584074 5.718340 -5.000070 -0.075 -0.362 0.177 0.118
H 1.291571 5.643803 -2.925897 0.014 -0.031 -0.056 0.210
H -2.129789 3.438377 0.417752 0.114 0.028 -0.019 0.229
H 1.954983 3.671615 1.710939 -0.098 0.005 -0.101 0.233
H -1.446455 4.081293 -1.880942 0.114 0.006 0.097 0.223
H 2.652719 4.333033 -0.578852 -0.147 -0.020 0.031 0.217
H 0.891662 -2.293642 4.194076 0.035 0.049 -0.164 0.409
H -1.663522 -3.384864 0.638931 -0.009 0.051 0.025 0.392
H -0.878300 -6.866405 0.708553 -0.048 0.183 0.015 0.247
H -1.849505 -5.748157 -0.275375 -0.222 -0.060 -0.006 0.222
H -2.067061 -5.802701 1.495385 -0.227 -0.055 -0.016 0.220
H -1.246117 -3.850456 3.431771 -0.223 0.021 0.042 0.195
H -1.332019 -2.625119 4.705906 0.109 0.080 -0.142 0.213
H -1.774313 -2.188758 3.046022 -0.065 -0.077 0.079 0.192
H 1.323149 -0.068232 -0.135741 0.072 0.053 0.051 0.213
H 0.660154 0.378682 1.448653 0.199 0.062 -0.073 0.226
H -0.110659 0.969825 -0.021995 -0.020 0.003 -0.046 0.215
H -1.499684 -0.344251 -1.372265 0.022 -0.017 -0.020 0.216
H -0.180411 -1.483732 -1.725996 0.017 -0.073 -0.088 0.201
H -1.742355 -2.071809 -1.120364 -0.002 -0.052 -0.288 0.202
H -1.355777 -0.931832 1.035837 -0.158 -0.009 0.161 0.191
H 1.040908 -2.582061 0.156130 0.173 -0.043 0.199 0.241
```
Forces are in eV/Å.

The value obtained for the LUMO energy is -0.004 Ha. The value obtained for the orbital gap is 8.74 eV.

---

(4)
ORCA calculation (ωB97M-V/def2-TZVPD) on 2 unconnected molecules or ions with the total composition C10H16O at a distorted geometry.

The geometry in XYZ format:
```
27
Properties=species:S:1:pos:R:3:forces:R:3:nbo_charge:R:1
C 2.281847 -1.374033 0.490231 -0.692 -1.173 -0.749 -0.401
C 3.152829 -1.478847 -0.760300 0.872 -0.512 -0.733 -0.632
C 0.946943 -2.195333 0.306297 2.498 0.182 1.234 -0.607
H 2.914634 -1.738151 1.303254 -0.558 0.019 0.289 0.200
H 1.938236 -0.383218 0.715336 0.568 0.751 0.056 0.193
H 4.198452 -1.640256 -0.507616 0.290 0.691 0.285 0.211
H 0.607914 -1.963648 -0.695883 -0.735 -0.208 0.146 0.213
H 3.098582 -0.672137 -1.487728 -0.108 0.360 0.220 0.208
H 3.051124 -2.377466 -1.389371 -0.935 -0.053 0.411 0.208
H 1.279467 -3.221907 0.442785 -0.477 -0.371 -0.566 0.204
H 0.314365 -1.976250 1.164704 -0.577 0.090 -0.523 0.203
C 0.755271 1.695483 -0.797944 0.151 0.952 0.972 -0.635
C -3.012019 1.682899 -0.567682 -0.426 -1.021 -1.108 -0.291
C -3.197603 1.001418 0.617432 -0.041 -2.224 0.263 0.300
C -1.716459 1.808191 -1.066436 0.041 1.052 0.619 -0.174
C -0.643727 1.367722 -0.324473 0.061 0.779 -0.588 -0.058
C -2.137182 0.266611 1.247860 -0.362 2.521 -0.970 -0.276
C -0.865591 0.643130 0.849141 0.570 -0.788 -0.697 -0.190
O -4.477099 0.739435 1.088366 0.976 0.312 -0.101 -0.661
H -3.846452 1.715681 -1.291036 0.165 0.871 0.877 0.231
H -1.484817 2.464416 -1.905710 -0.392 -0.563 -0.258 0.210
H -2.372872 -0.472568 1.996847 0.194 0.060 0.337 0.210
H -4.246495 0.330569 1.929404 -0.895 -0.117 0.210 0.470
H 1.338331 0.788719 -0.825659 0.511 0.015 -0.072 0.216
H 1.177976 2.439197 -0.098171 0.235 -0.701 0.232 0.218
H 0.051591 0.277841 1.282882 -0.184 -0.332 0.569 0.207
H 0.892754 2.272501 -1.716538 -0.751 -0.592 -0.354 0.222
```
Forces are in eV/Å.

The value obtained for the LUMO energy is 0.034 Ha. The value obtained for the orbital gap is 9.34 eV.